No. 1
Below is a 9-piece molecular cluster, C28H79N5O13 overall, with properties calculated with ωB97M-V with the def2-TZVPD basis set.

ORCA input file:
```
! RIJCOSX wB97M-V def2-TZVPD def2/J DEFGRID3
* xyz -1 2
C 2.02 -0.50 0.55
C 0.61 0.12 0.70
C -0.17 0.71 -0.54
O -0.23 -0.22 -1.61
C -0.71 0.31 -2.88
N -0.20 -0.85 1.26
H 2.53 0.25 -0.05
H 2.13 -1.44 0.00
H 2.63 -0.59 1.45
H 0.71 0.89 1.47
H 0.16 1.71 -0.84
H -1.22 0.93 -0.35
H -0.74 -0.55 -3.55
H -0.05 1.05 -3.32
H -1.67 0.80 -2.72
H -0.70 -1.26 0.49
H 0.56 -1.51 1.28
C -2.40 2.10 3.20
C -2.02 3.27 4.22
C -1.47 4.58 3.61
O -1.02 5.40 4.73
C -0.56 6.70 4.34
N -3.25 3.55 4.94
H -2.64 1.24 3.82
H -1.56 1.82 2.56
H -3.22 2.56 2.64
H -1.41 2.78 4.99
H -2.21 5.24 3.17
H -0.67 4.49 2.88
H -1.42 7.22 3.91
H 0.34 6.54 3.75
H -0.17 7.22 5.22
H -3.08 4.24 5.66
H -3.45 2.74 5.51
C -2.15 -6.02 4.17
C -2.00 -4.76 5.05
C -2.22 -3.42 4.42
O -3.33 -3.46 3.45
C -3.37 -2.32 2.56
N -2.96 -4.91 6.15
H -3.18 -6.09 3.81
H -1.83 -6.96 4.62
H -1.57 -5.97 3.25
H -0.99 -4.66 5.44
H -1.25 -3.14 4.00
H -2.57 -2.67 5.13
H -4.18 -2.41 1.84
H -2.43 -2.25 2.02
H -3.63 -1.52 3.25
H -2.89 -5.75 6.70
H -2.57 -4.27 6.83
C 2.29 3.99 -1.44
C 1.77 5.35 -1.94
C 0.24 5.47 -1.78
O -0.26 4.42 -2.61
C -1.66 4.10 -2.44
N 2.57 6.38 -1.07
H 1.71 3.80 -0.54
H 3.29 3.97 -1.02
H 2.02 3.16 -2.09
H 2.10 5.53 -2.96
H -0.05 6.45 -2.17
H -0.01 5.40 -0.72
H -2.07 4.09 -1.43
H -1.82 3.06 -2.74
H -2.27 4.82 -2.98
H 2.05 6.84 -0.34
H 3.25 5.88 -0.52
C -4.18 -4.64 -5.40
C -3.42 -4.14 -4.12
C -3.15 -2.61 -3.97
O -4.34 -1.99 -3.38
C -4.20 -1.34 -2.14
N -3.86 -4.70 -2.82
H -4.18 -5.71 -5.19
H -3.61 -4.32 -6.27
H -5.11 -4.07 -5.50
H -2.38 -4.44 -4.28
H -3.11 -2.19 -4.98
H -2.25 -2.40 -3.40
H -4.96 -0.57 -2.01
H -3.28 -0.76 -2.23
H -4.29 -2.11 -1.38
H -3.22 -4.20 -2.22
H -4.75 -4.22 -2.78
C 0.72 -1.12 5.22
C 1.76 0.07 5.39
O 1.27 1.41 5.11
O -0.49 -0.76 5.80
H 0.95 -2.05 5.74
H 0.46 -1.36 4.19
H 2.49 0.02 4.58
H 2.26 0.08 6.35
H 1.77 2.03 5.65
H -0.72 0.11 5.47
C 3.03 0.50 -5.68
C 4.00 -0.13 -4.78
O 5.30 -0.50 -5.38
O 2.73 -0.26 -6.85
H 3.40 1.52 -5.82
H 2.17 0.72 -5.04
H 3.64 -1.08 -4.37
H 4.16 0.54 -3.94
H 5.12 -1.34 -5.82
H 3.53 -0.21 -7.36
C 7.08 1.25 -0.82
C 5.67 0.98 -1.30
O 4.75 1.75 -0.54
O 7.47 2.43 -1.39
H 7.72 0.43 -1.15
H 7.22 1.23 0.26
H 5.42 -0.08 -1.18
H 5.59 0.97 -2.39
H 5.15 2.62 -0.51
H 7.77 2.16 -2.26
C 1.38 -3.98 -3.49
C 0.52 -3.78 -2.24
O -0.39 -4.92 -2.09
O 0.57 -3.69 -4.64
H 1.88 -4.93 -3.68
H 2.25 -3.33 -3.39
H 0.00 -2.83 -2.36
H 1.12 -3.69 -1.33
H 0.08 -5.62 -1.62
H -0.04 -4.44 -4.62
*
```

Values from the calculation:
**<S²>**: 0.75
**HOMO level (spin up / spin down)**: 0.55 / -7.29 eV
**Lowest unoccupied orbital energy (spin up / spin down)**: 2.1 / 2.1 eV
**Frontier orbital gap (spin up / spin down)**: 1.6 / 9.4 eV
**Relative energy (zero: lowest compared OMol25 entry of this formula, charge and spin)**: 344.4 kJ/mol

These are the Löwdin partial charges, in e, on atoms 1 to 99:
1 C -0.0988
2 C -0.4357
3 C -0.1759
4 O -0.2114
5 C -0.0724
6 N 0.0344
7 H 0.0616
8 H 0.0568
9 H 0.0638
10 H 0.1194
11 H 0.0996
12 H 0.1135
13 H 0.0781
14 H 0.0772
15 H 0.0616
16 H 0.0639
17 H 0.0413
18 C -0.0349
19 C -0.4087
20 C -0.1614
21 O -0.2408
22 C -0.1119
23 N 0.0100
24 H 0.0589
25 H 0.0539
26 H 0.0700
27 H 0.1148
28 H 0.1127
29 H 0.1119
30 H 0.0835
31 H 0.0763
32 H 0.0784
33 H 0.0627
34 H 0.0658
35 C -0.0640
36 C -0.4467
37 C -0.1703
38 O -0.2163
39 C -0.0899
40 N 0.0266
41 H 0.0756
42 H 0.0668
43 H 0.0652
44 H 0.1211
45 H 0.1095
46 H 0.1180
47 H 0.0749
48 H 0.0625
49 H 0.0781
50 H 0.0624
51 H 0.0617
52 C -0.0843
53 C -0.3579
54 C -0.2020
55 O -0.1986
56 C -0.0926
57 N 0.0165
58 H 0.0698
59 H 0.0535
60 H 0.0693
61 H 0.1214
62 H 0.1180
63 H 0.1155
64 H 0.0781
65 H 0.0600
66 H 0.0811
67 H 0.0362
68 H 0.0256
69 C -0.0448
70 C -0.4284
71 C -0.1495
72 O -0.2266
73 C -0.1012
74 N 0.0580
75 H 0.0753
76 H 0.0666
77 H 0.0698
78 H 0.0994
79 H 0.1186
80 H 0.0978
81 H 0.0831
82 H 0.0641
83 H 0.0823
84 H 0.0511
85 H 0.0600
86 C -0.2544
87 C -0.2025
88 O -0.1248
89 O -0.0901
90 H 0.1131
91 H 0.0907
92 H 0.0933
93 H 0.1067
94 H 0.0715
95 H 0.0629
96 C -0.2894
97 C -0.2570
98 O -0.1068
99 O -0.0467


No. 2
Below is a 11-piece molecular cluster, C28H79NO10 overall, with properties calculated with ωB97M-V with the def2-TZVPD basis set.

ORCA input file:
```
! RIJCOSX wB97M-V def2-TZVPD def2/J DEFGRID3
* xyz 0 1
N -5.16 -1.91 2.60
H -4.34 -1.81 2.03
H -5.99 -1.75 2.04
H -5.23 -1.19 3.31
H -5.22 -2.83 3.01
C -0.57 -0.76 0.08
O -1.54 -1.21 1.04
H -0.97 -0.07 -0.66
H 0.27 -0.28 0.59
H -0.15 -1.60 -0.46
C 1.44 -3.82 5.98
C 1.71 -3.36 4.54
C 3.16 -3.72 4.08
O 0.62 -3.88 3.75
H 1.34 -4.91 6.06
H 0.50 -3.39 6.33
H 2.21 -3.57 6.70
H 1.67 -2.28 4.46
H 3.93 -3.16 4.62
H 3.24 -3.44 3.03
H 3.34 -4.79 4.19
H 0.16 -3.15 3.32
C 2.22 4.58 2.09
C 3.19 5.54 1.42
C 2.62 6.98 1.21
O 4.34 5.71 2.21
H 1.28 4.43 1.56
H 1.94 4.96 3.07
H 2.66 3.61 2.29
H 3.42 5.11 0.44
H 3.36 7.75 1.43
H 1.80 7.24 1.88
H 2.23 7.26 0.23
H 4.03 6.15 3.00
C 0.83 2.15 -5.05
C 0.25 3.41 -4.50
C 1.09 3.93 -3.29
O 0.14 4.44 -5.44
H 0.72 1.44 -4.23
H 1.89 2.30 -5.30
H 0.26 1.76 -5.89
H -0.71 3.16 -4.05
H 0.72 4.90 -2.97
H 2.09 4.15 -3.68
H 1.11 3.25 -2.44
H 0.95 4.47 -5.94
C -3.03 4.88 -0.29
C -2.43 6.13 0.42
C -2.94 7.50 -0.10
O -2.73 6.05 1.79
H -2.63 4.86 -1.30
H -4.12 4.86 -0.32
H -2.71 3.95 0.19
H -1.34 6.11 0.36
H -3.05 7.49 -1.19
H -2.09 8.17 0.07
H -3.86 7.87 0.35
H -2.58 5.14 2.03
C -4.39 -6.66 -1.44
C -3.32 -5.63 -1.52
C -2.46 -5.79 -2.81
O -3.80 -4.36 -1.41
H -5.14 -6.59 -2.23
H -4.89 -6.61 -0.48
H -4.00 -7.67 -1.53
H -2.65 -5.79 -0.68
H -1.57 -5.16 -2.81
H -3.00 -5.49 -3.72
H -2.18 -6.81 -3.05
H -3.16 -3.84 -0.91
C 3.36 -5.61 -1.39
C 4.75 -6.14 -1.40
C 5.14 -6.84 -0.17
O 4.94 -7.03 -2.48
H 2.70 -6.47 -1.26
H 2.92 -5.23 -2.31
H 3.22 -4.90 -0.58
H 5.51 -5.36 -1.55
H 4.41 -7.64 -0.01
H 5.06 -6.13 0.65
H 6.15 -7.24 -0.19
H 5.82 -7.37 -2.37
C 4.84 -0.36 -2.62
C 5.40 0.75 -1.69
C 5.20 0.45 -0.19
O 6.72 1.05 -2.04
H 5.44 -1.23 -2.38
H 4.96 -0.22 -3.69
H 3.80 -0.66 -2.51
H 4.77 1.63 -1.88
H 4.24 -0.04 0.01
H 5.10 1.35 0.42
H 6.00 -0.16 0.22
H 6.71 1.52 -2.88
C -4.97 0.57 -3.60
C -5.26 -0.57 -4.54
C -3.97 -1.15 -5.17
O -5.87 -1.54 -3.69
H -4.22 0.20 -2.90
H -5.92 0.87 -3.15
H -4.56 1.42 -4.15
H -5.94 -0.27 -5.33
H -4.17 -1.93 -5.90
H -3.24 -1.53 -4.45
H -3.55 -0.33 -5.75
H -5.21 -1.95 -3.12
C -1.81 3.36 5.87
C -1.59 1.96 5.23
C -2.24 0.79 6.00
O -2.11 2.02 3.89
H -2.82 3.67 5.60
H -1.06 3.97 5.38
H -1.63 3.41 6.94
H -0.52 1.81 5.14
H -1.80 0.53 6.97
H -2.22 -0.09 5.35
H -3.27 1.11 6.14
H -1.96 1.17 3.46
*
```

Values from the calculation:
**HOMO level**: -6.06 eV
**Lowest unoccupied orbital energy**: -1.6 eV
**Frontier orbital gap**: 4.5 eV

These are the Löwdin partial charges, in e, on atoms 1 to 99:
1 N 0.3531
2 H 0.1278
3 H 0.1519
4 H 0.1514
5 H 0.1542
6 C -0.4017
7 O -0.5451
8 H 0.0230
9 H 0.0254
10 H 0.0241
11 C -0.0736
12 C -0.4628
13 C -0.0531
14 O -0.0602
15 H 0.0769
16 H 0.0679
17 H 0.0719
18 H 0.1264
19 H 0.0729
20 H 0.0675
21 H 0.0721
22 H 0.0754
23 C -0.0654
24 C -0.4756
25 C -0.0505
26 O -0.0539
27 H 0.0758
28 H 0.0739
29 H 0.0771
30 H 0.1312
31 H 0.0704
32 H 0.0667
33 H 0.0652
34 H 0.0853
35 C -0.0651
36 C -0.5248
37 C -0.0565
38 O -0.0370
39 H 0.0830
40 H 0.0813
41 H 0.0824
42 H 0.1312
43 H 0.0698
44 H 0.0707
45 H 0.0761
46 H 0.0879
47 C -0.0460
48 C -0.4856
49 C -0.0421
50 O -0.0586
51 H 0.0681
52 H 0.0782
53 H 0.0697
54 H 0.1189
55 H 0.0709
56 H 0.0692
57 H 0.0794
58 H 0.0755
59 C -0.0682
60 C -0.5460
61 C -0.0466
62 O -0.0365
63 H 0.0851
64 H 0.0744
65 H 0.0810
66 H 0.1354
67 H 0.0721
68 H 0.0736
69 H 0.0714
70 H 0.0913
71 C -0.0493
72 C -0.5649
73 C -0.0728
74 O -0.0434
75 H 0.0836
76 H 0.0824
77 H 0.0861
78 H 0.1339
79 H 0.0917
80 H 0.0853
81 H 0.0853
82 H 0.0819
83 C -0.0618
84 C -0.4997
85 C -0.0448
86 O -0.0383
87 H 0.0740
88 H 0.0675
89 H 0.0721
90 H 0.1197
91 H 0.0742
92 H 0.0683
93 H 0.0788
94 H 0.0900
95 C -0.0705
96 C -0.4922
97 C -0.0533
98 O -0.0706
99 H 0.0828